1.
ORCA calculation (ωB97M-V/def2-TZVPD) on C54H42FGeHfOP3 as an isolated structure in a non-equilibrium geometry.

Calculated values
calculated total energy	-147119.857	eV
net charge	+2
gap between HOMO and LUMO	7.545	eV

Structure (XYZ):
```
103
Properties=species:S:1:pos:R:3:forces:R:3:lowdin_charge:R:1
Hf -1.3156 -0.0986 0.3491 -0.6 -0.1 -0.9 1.210
F 2.3292 2.7432 -1.2652 0.8 0.4 -0.6 -0.208
Ge 1.6124 1.2987 -0.6541 -0.1 0.0 1.5 0.866
C -0.1763 2.0981 -0.7162 0.5 0.5 0.9 -0.365
C -0.2162 3.3627 -0.0452 0.5 -1.1 -0.8 -0.072
C -1.3192 4.1637 -0.1455 1.4 0.0 -0.1 -0.054
C -2.3171 3.8463 -1.0355 -0.4 0.9 0.4 -0.018
C -2.2402 2.7171 -1.8177 -1.3 0.6 0.1 -0.036
C -1.1706 1.8324 -1.6200 -2.0 -0.6 -1.5 -0.453
P -1.3067 0.2036 -2.4537 1.8 0.1 0.1 1.078
C -2.8086 0.2835 -3.3689 1.0 0.7 -2.0 -0.409
C -2.7677 1.1475 -4.5039 -3.7 -0.9 0.0 -0.061
C -3.9843 1.4336 -5.1956 1.0 -0.4 1.4 -0.021
C -5.1464 0.7431 -4.8047 0.1 0.2 0.0 -0.052
C -5.1092 -0.1357 -3.7384 -0.2 -1.4 -0.1 -0.061
C -3.9272 -0.4298 -3.0556 -1.2 0.3 0.2 -0.081
C -0.0050 0.2461 -3.7956 -0.4 0.0 0.7 -0.363
C 0.7517 1.3583 -4.1443 -0.5 0.3 0.5 -0.105
C 1.5357 1.3192 -5.2688 0.3 -0.5 -0.5 -0.073
C 1.6040 0.2004 -6.0819 0.5 -1.0 -1.4 -0.053
C 0.9198 -0.9548 -5.7174 -0.5 2.1 1.5 -0.048
C 0.1146 -0.8801 -4.5739 -0.4 -2.7 -0.1 -0.100
C 2.2852 1.2712 1.1895 0.5 0.3 0.8 -0.281
C 3.6572 1.5738 1.2212 -0.1 0.3 1.2 -0.097
C 4.3406 1.7598 2.4224 -0.7 0.9 0.8 -0.023
C 3.6507 1.6432 3.6363 -0.6 -0.8 -0.5 -0.037
C 2.3450 1.2094 3.6644 -0.4 -0.2 -2.1 -0.101
C 1.6550 1.0666 2.4409 -0.9 0.5 -0.4 -0.367
P -0.1913 0.9567 2.5064 1.1 -0.5 0.2 1.008
C -0.8499 2.5632 2.9529 0.3 0.8 1.0 -0.377
C -0.0696 3.5748 3.5715 -0.3 -0.5 -0.1 -0.049
C -0.7171 4.7817 3.9024 0.4 -0.1 -0.7 -0.055
C -2.0629 5.0572 3.5239 0.8 0.4 0.6 -0.044
C -2.7985 4.0723 2.8436 2.2 0.4 1.2 -0.053
C -2.1744 2.8293 2.6527 -0.7 1.3 -0.5 -0.130
C -0.4874 -0.2937 3.8045 1.1 -1.0 -0.2 -0.357
C 0.4763 -1.3455 4.0686 -2.2 1.1 0.5 -0.076
C 0.1798 -2.3379 5.0191 1.2 0.7 -1.4 -0.055
C -1.0234 -2.2985 5.6992 -0.9 -0.9 0.2 -0.071
C -1.9954 -1.4026 5.3242 0.3 1.4 -1.2 -0.050
C -1.7273 -0.3747 4.3697 -1.5 -0.7 1.6 -0.085
C 2.3059 -0.2237 -1.5740 -0.5 0.1 -0.5 -0.307
C 3.0925 -0.0979 -2.6746 2.3 2.1 -1.9 -0.118
C 3.6473 -1.1266 -3.4180 1.0 -0.6 -0.4 -0.023
C 3.3476 -2.4216 -2.9984 0.5 1.1 -0.4 -0.043
C 2.5394 -2.5842 -1.9167 -1.0 -1.7 0.7 -0.080
C 2.0157 -1.5128 -1.2399 -1.8 -1.0 2.1 -0.365
P 1.0275 -1.7405 0.3309 0.0 0.5 -0.7 1.063
C -0.5853 -2.5941 0.0523 0.0 -1.2 0.7 -0.488
C -1.0371 -2.9148 -1.2182 -3.5 -0.9 1.4 -0.102
C -2.3430 -3.4897 -1.5129 1.2 0.0 0.6 -0.021
C -3.2609 -3.4976 -0.4716 -0.7 -1.2 1.0 -0.073
C -2.8035 -3.1613 0.8170 -1.1 -0.4 1.8 -0.070
C -1.4480 -2.9146 1.1337 -2.0 0.7 -1.3 -0.121
C 2.1155 -2.6805 1.3971 -0.9 0.7 -0.1 -0.394
C 3.2377 -1.9668 1.8119 1.0 -2.9 0.3 -0.081
C 4.2731 -2.7009 2.4333 -0.7 -0.2 -0.4 -0.021
C 4.0653 -4.0650 2.6844 -0.8 0.4 0.7 -0.045
C 2.8100 -4.6645 2.4615 1.1 0.3 -0.4 -0.051
C 1.8276 -3.9804 1.7541 0.2 -0.8 0.9 -0.080
H 0.7157 3.7205 0.3406 0.2 0.2 0.9 0.113
H -1.2968 5.1258 0.3203 -0.2 0.3 0.4 0.124
H -3.0625 4.6389 -1.0295 -0.5 -0.7 -0.8 0.133
H -3.0807 2.5474 -2.5181 0.9 -0.2 0.5 0.125
H -1.8789 1.4915 -4.9233 1.4 0.9 -0.1 0.085
H -3.9929 2.2531 -5.9121 0.0 -0.6 -0.3 0.116
H -6.0945 0.7957 -5.3390 0.3 0.5 0.0 0.119
H -5.9884 -0.7494 -3.4999 0.3 0.5 -0.1 0.121
H -3.9285 -1.2011 -2.3019 0.0 0.1 0.3 0.089
H 0.7130 2.2605 -3.5491 0.0 0.1 0.0 0.113
H 2.1548 2.1283 -5.5395 0.4 1.1 -0.1 0.108
H 2.1927 0.1721 -7.0527 -0.6 0.3 1.5 0.143
H 0.9589 -1.8356 -6.2715 0.1 -1.3 -0.9 0.095
H -0.4194 -1.8401 -4.2911 0.4 1.3 -0.3 0.129
H 4.2211 1.8427 0.3596 0.1 -0.1 -0.9 0.102
H 5.3163 2.2211 2.4191 0.3 -0.3 -0.1 0.118
H 3.9211 1.8375 4.6384 1.7 0.4 0.6 0.109
H 1.8780 1.0033 4.6032 -0.4 0.1 0.4 0.115
H 1.0189 3.3399 3.7311 -1.3 0.8 0.1 0.113
H -0.1067 5.5847 4.3298 -0.4 -0.3 0.0 0.112
H -2.4224 6.0918 3.8076 0.1 -1.5 -0.7 0.134
H -3.7389 4.2832 2.4035 -0.9 0.0 0.0 0.104
H -2.7686 2.1850 2.0690 -0.4 -1.3 -0.5 0.061
H 1.3486 -1.2744 3.4708 0.9 -0.5 0.0 0.054
H 0.8942 -3.1548 5.1208 -0.2 0.2 0.4 0.116
H -1.2904 -3.0584 6.4405 0.3 0.2 -0.3 0.124
H -3.0046 -1.4488 5.6738 -0.3 -0.1 0.6 0.107
H -2.5613 0.3271 4.1978 0.7 -0.2 -0.2 0.120
H 3.4684 0.8840 -2.9657 -0.5 0.1 0.1 0.120
H 4.4289 -0.9535 -4.2415 -1.6 -0.1 1.3 0.157
H 3.8125 -3.2584 -3.4327 0.3 -1.0 -0.7 0.107
H 2.2355 -3.5903 -1.5874 0.4 0.4 -0.1 0.133
H -0.2908 -2.7236 -1.8535 2.1 0.3 -3.5 0.031
H -2.5653 -4.0493 -2.4373 0.3 0.9 0.3 0.130
H -4.2982 -4.0214 -0.4119 1.9 1.3 -1.0 0.161
H -3.6279 -3.2281 1.6438 2.1 0.0 -1.3 0.161
H -1.1556 -3.0061 2.1424 0.5 0.5 1.1 0.094
H 3.3462 -0.9778 1.5083 0.4 1.6 -0.2 0.058
H 5.2243 -2.2467 2.6898 -0.2 0.1 0.0 0.115
H 4.7989 -4.6601 3.2199 0.1 0.2 -0.3 0.115
H 2.7230 -5.6964 2.7608 -0.4 -0.1 0.0 0.112
H 0.8500 -4.4477 1.5988 0.4 0.2 -0.3 0.114
O -3.0251 0.2203 0.6560 0.4 -0.2 0.0 -0.510
```
Forces are in eV/Å.

2.
ORCA calculation (ωB97M-V/def2-TZVPD) on C8H10N4NaSSe2Te2 as an isolated structure.

Calculated values
calculated total energy	-174953.148	eV
net charge	-1
gap between HOMO and LUMO	3.975	eV

Structure (XYZ):
```
28
Properties=species:S:1:pos:R:3:forces:R:3:nbo_charge:R:1
Na 1.3559 1.7197 -0.4111 0.1 0.1 0.0 0.804
C -0.8292 -2.5994 -0.2901 0.0 0.0 0.0 -0.682
C -0.3079 -1.1899 -0.1873 0.0 0.0 0.0 0.207
N 0.6455 -0.6820 -0.8721 -0.1 -0.2 0.0 -0.207
N 1.2642 -1.4609 -1.7995 -0.1 0.0 0.0 -0.447
C 2.3155 -1.0060 -2.5393 0.0 0.0 0.0 0.246
N 2.7412 -1.9558 -3.4423 0.0 0.0 0.0 -0.813
S 3.0503 0.4540 -2.3929 0.0 0.0 0.0 -0.147
C -0.9790 -0.2958 0.8017 0.0 0.0 0.0 0.217
C -2.0344 -0.7475 1.5879 0.0 0.0 0.0 -0.277
C -2.6242 0.1435 2.4750 0.0 0.0 0.0 -0.178
C -2.1477 1.4375 2.5421 0.0 0.0 0.0 -0.243
C -1.0873 1.7994 1.7182 0.0 0.1 0.0 0.084
N -0.5174 0.9502 0.8766 -0.1 -0.1 0.0 -0.437
H -0.3455 -3.2191 -1.0402 0.0 0.0 0.0 0.198
H -1.8929 -2.5787 -0.5297 0.0 0.0 0.0 0.239
H -0.7184 -3.1041 0.6706 0.0 0.0 0.0 0.239
H 1.0516 -2.4461 -1.8443 0.0 0.0 0.0 0.364
H 2.0382 -2.5488 -3.8578 0.0 0.0 0.0 0.374
H 3.4270 -1.6050 -4.0904 0.0 0.0 0.0 0.409
H -2.3985 -1.7624 1.5228 0.0 0.0 0.0 0.204
H -3.4474 -0.1779 3.1008 0.0 0.0 0.0 0.207
H -2.5735 2.1689 3.2147 0.0 0.0 0.0 0.222
H -0.6787 2.8043 1.7397 0.0 0.0 0.0 0.241
Se -0.0792 3.7827 -1.5445 -0.1 0.2 0.1 -0.842
Te 0.2876 5.4849 0.2672 0.2 -0.1 0.0 -0.069
Te 1.6339 4.3629 2.4881 -0.2 -0.1 -0.1 -0.078
Se 2.8503 2.2714 1.8361 0.2 0.2 0.1 -0.835
```
Forces are in eV/Å.